The following is a quantum chemistry calculation of a molecular structure, C41H47BrN2O5PtSiTe, from OMol25.

Results
Kohn-Sham gap (spin up / spin down): 6.20 / 6.99 eV
M: 1078.504 g/mol
Energy above the lowest of the compared OMol25 structures with the same formula, charge and spin: 0.0 kcal/mol
2S+1: 4
Charge: -1

CARTESIAN COORDINATES (ANGSTROEM)
1 Pt -0.41906 0.82640 1.30300
2 O -2.93468 1.90272 2.24757
3 C -2.66197 3.26453 2.55870
4 C -2.03644 3.35195 3.93862
5 C -0.66386 2.67046 4.05149
6 C 0.33530 3.29030 3.11831
7 C 1.07366 4.40557 3.50140
8 C 1.92310 5.01328 2.59567
9 C 2.00330 4.50906 1.30878
10 C 1.24602 3.39946 0.99311
11 N 0.45321 2.79347 1.88045
12 H -2.83858 1.79247 1.28751
13 H -3.59708 3.83785 2.54947
14 H -2.00061 3.69757 1.80157
15 H -2.71388 2.89033 4.66187
16 H -1.94747 4.41019 4.20684
17 H -0.74868 1.60281 3.84512
18 H -0.29690 2.77361 5.07566
19 H 0.97183 4.77957 4.51209
20 H 2.51312 5.87266 2.88951
21 H 2.64642 4.94814 0.56012
22 H 1.26275 2.96800 0.00456
23 C -0.13235 -5.35604 -6.51122
24 C -0.09613 -4.29513 -5.44356
25 C 1.10107 -3.73069 -5.03003
26 C 1.14757 -2.74146 -4.04845
27 C 2.48405 -2.17064 -3.65264
28 C -0.04382 -2.31223 -3.45648
29 Te 0.05505 -0.69714 -1.92258
30 N 1.11157 0.10153 -0.09399
31 C 2.29511 0.50788 -0.51574
32 O 2.72992 0.38634 -1.68608
33 C 3.23867 1.15189 0.48945
34 C 3.06226 1.05793 1.86627
35 C 3.92773 1.71359 2.73098
36 C 4.98082 2.46645 2.22948
37 C 5.17314 2.54900 0.85648
38 C 4.31029 1.88951 -0.00591
39 C -0.97141 -1.91634 -0.52135
40 C -2.18476 -1.46503 -0.01137
41 C -2.88206 -2.20857 0.93251
42 C -2.36312 -3.41707 1.36304
43 C -1.14554 -3.85930 0.86718
44 C -0.42316 -3.12147 -0.06763
45 C 0.91799 -3.61753 -0.52812
46 C -1.26564 -2.85219 -3.87653
47 C -2.58819 -2.40653 -3.30932
48 C -1.26978 -3.83854 -4.85963
49 H 0.87464 -5.66591 -6.79086
50 H -0.63282 -4.99160 -7.41109
51 H -0.67601 -6.23964 -6.17142
52 H 2.03015 -4.06469 -5.48200
53 H 3.28355 -2.62810 -4.23694
54 H 2.69104 -2.33309 -2.59347
55 H 2.52652 -1.08993 -3.79029
56 H 2.22304 0.49589 2.25417
57 H 3.77440 1.64386 3.80098
58 H 5.65149 2.98255 2.90638
59 H 5.99659 3.12989 0.45753
60 H 4.43968 1.93498 -1.07917
61 H -2.58741 -0.51826 -0.34920
62 H -3.81352 -1.83096 1.33481
63 H -2.89082 -4.00724 2.10225
64 H -0.72796 -4.79278 1.22897
65 H 1.22971 -4.48027 0.06127
66 H 1.67055 -2.83370 -0.41194
67 H 0.89548 -3.90637 -1.58020
68 H -2.61951 -1.32213 -3.18012
69 H -2.77072 -2.84949 -2.32865
70 H -3.40393 -2.69748 -3.97234
71 H -2.22105 -4.25381 -5.18087
72 C 1.80259 -0.61953 5.16795
73 Si 0.77294 -1.41736 3.79999
74 C 1.93733 -2.44633 2.74405
75 C -0.41754 -2.60859 4.64254
76 O -0.04726 -0.29705 2.99581
77 H 2.25808 -1.37309 5.81720
78 H 1.17738 0.02888 5.78774
79 H 2.60814 -0.00994 4.75213
80 H 2.57412 -3.07883 3.36986
81 H 2.57961 -1.82300 2.11774
82 H 1.36247 -3.09544 2.08103
83 H 0.11720 -3.36692 5.22253
84 H -1.02918 -3.11769 3.89443
85 H -1.09069 -2.07390 5.31711
86 Br -5.04356 2.88325 -6.14737
87 C -4.01638 2.82495 -4.54740
88 C -3.36605 3.97112 -4.12183
89 C -2.61905 3.92148 -2.95492
90 C -2.52741 2.74584 -2.22118
91 C -3.18822 1.60946 -2.67198
92 C -3.93621 1.63848 -3.83953
93 C -1.69977 2.72784 -0.94968
94 O -1.07277 3.73434 -0.63822
95 O -1.73907 1.61249 -0.30908
96 H -3.44217 4.88424 -4.69593
97 H -2.09145 4.79438 -2.59437
98 H -3.09959 0.69761 -2.09792
99 H -4.44536 0.75300 -4.19469

How is the electron density shared among the atoms? According to Löwdin, the charges in e are: 1.179, -0.099, -0.263, -0.164, -0.141, -0.261, -0.019, -0.057, -0.041, -0.128, 0.018, 0.037, 0.114, 0.103, 0.114, 0.112, 0.071, 0.116, 0.112, 0.105, 0.111, 0.109, -0.062, -0.280, -0.026, -0.317, -0.081, -0.333, 1.714, -0.256, -0.690, -0.123, -0.163, -0.059, -0.082, -0.105, -0.096, -0.035, -0.423, -0.177, -0.078, -0.094, -0.060, -0.299, -0.066, -0.289, -0.061, -0.028, 0.068, 0.076, 0.075, 0.107, 0.072, 0.063, 0.065, 0.060, 0.090, 0.093, 0.094, 0.110, 0.065, 0.105, 0.100, 0.111, 0.078, 0.068, 0.071, 0.042, 0.077, 0.075, 0.113, -0.164, 0.226, -0.147, -0.166, -0.510, 0.022, 0.021, -0.002, 0.029, 0.021, 0.001, 0.022, 0.002, 0.024, 0.695, -0.691, -0.127, -0.014, -0.118, -0.025, -0.120, -0.595, 0.032, -0.247, 0.095, 0.116, 0.082, 0.098

=====

The following is a quantum chemistry calculation of a molecular structure, C22H31BF4IrNPS3Sb, from OMol25.

Results
Kohn-Sham gap (spin up / spin down): 5.97 / 5.21 eV
M: 837.453 g/mol
Energy above the lowest of the compared OMol25 structures with the same formula, charge and spin: 0.0 kcal/mol
2S+1: 2
Charge: -1

CARTESIAN COORDINATES (ANGSTROEM)
1 Ir 0.63334 -1.50969 0.93768
2 S -0.95108 -4.79270 4.56595
3 Sb -1.05838 -2.67279 3.78147
4 S 1.22714 -2.03988 3.09112
5 S -1.03567 -2.91901 1.25386
6 C 1.97639 -1.82763 -3.74887
7 C 2.02550 -1.36265 -2.29469
8 C 2.61320 0.04724 -2.23436
9 P 0.40572 -1.38322 -1.39242
10 C -0.71360 -2.50598 -2.32376
11 C -0.28949 -3.96160 -2.14646
12 C -2.18710 -2.29082 -1.99376
13 C -0.28173 0.27961 -1.57855
14 C -0.60855 0.90552 -2.77585
15 C -1.08579 2.20532 -2.81245
16 C -1.42276 2.88399 -4.11039
17 C -1.22344 2.87170 -1.59455
18 C -0.90866 2.27971 -0.38888
19 C -0.42510 0.95997 -0.36119
20 N -0.11443 0.29666 0.82691
21 C -0.50415 0.91996 2.04860
22 C -1.84462 0.88176 2.43308
23 C -2.88282 0.24770 1.55333
24 C -2.20289 1.48728 3.63166
25 C -1.26668 2.12952 4.43124
26 C -1.66661 2.72514 5.75241
27 C 0.05287 2.18224 3.99522
28 C 0.45901 1.58284 2.80836
29 C 1.88644 1.64637 2.36086
30 H 2.98998 -1.80723 -4.15289
31 H 1.37058 -1.15365 -4.36083
32 H 1.59362 -2.83901 -3.87222
33 H 2.67253 -2.02625 -1.71746
34 H 2.07144 0.71182 -2.91045
35 H 3.65957 0.01102 -2.53364
36 H 2.58506 0.47814 -1.23419
37 H -0.56206 -2.21881 -3.37089
38 H -0.47837 -4.29334 -1.12628
39 H 0.77102 -4.11484 -2.35120
40 H -0.85820 -4.59970 -2.82564
41 H -2.40896 -2.56523 -0.96110
42 H -2.79340 -2.91797 -2.65124
43 H -2.48497 -1.25382 -2.14543
44 H -0.48618 0.35945 -3.70734
45 H -1.42797 2.16873 -4.93276
46 H -0.69650 3.66260 -4.35374
47 H -2.40558 3.35642 -4.07307
48 H -1.59614 3.89038 -1.58911
49 H -1.03891 2.82531 0.53446
50 H -2.64367 -0.79670 1.33693
51 H -2.95189 0.76575 0.59440
52 H -3.85982 0.28582 2.03310
53 H -3.23986 1.44636 3.94809
54 H -2.63929 3.21510 5.69000
55 H -0.93549 3.45847 6.09184
56 H -1.73784 1.94997 6.51826
57 H 0.79534 2.68664 4.60356
58 H 2.50372 2.11566 3.12583
59 H 1.98698 2.22428 1.43939
60 H 2.30267 0.65735 2.16412
61 F 4.22947 0.41104 0.67180
62 B 4.32570 -0.97105 0.62221
63 F 4.85117 -1.40422 -0.58634
64 F 5.00141 -1.48634 1.69559
65 F 2.92879 -1.49867 0.67066

How is the electron density shared among the atoms? According to natural (NBO), the charges in e are: 0.753, -0.867, 0.870, -0.574, -0.385, -0.608, -0.529, -0.610, 1.110, -0.518, -0.618, -0.618, -0.467, -0.123, -0.090, -0.619, -0.167, -0.287, 0.280, -0.576, 0.173, -0.011, -0.650, -0.226, -0.007, -0.624, -0.220, -0.005, -0.639, 0.222, 0.193, 0.207, 0.272, 0.195, 0.232, 0.239, 0.218, 0.239, 0.210, 0.208, 0.238, 0.205, 0.217, 0.195, 0.209, 0.214, 0.212, 0.205, 0.232, 0.241, 0.218, 0.211, 0.200, 0.209, 0.210, 0.221, 0.202, 0.213, 0.220, 0.251, -0.563, 1.363, -0.565, -0.546, -0.597

=====

The following is a quantum chemistry calculation of C5H8Cl2 in the gas phase at a distorted geometry, from OMol25.

Results
SMILES string: CC(C)=CC(Cl)Cl
Kohn-Sham gap: 10.48 eV
M: 139.025 g/mol
Energy above the lowest of the compared OMol25 structures with the same formula, charge and spin: 23.6 kcal/mol
2S+1: 1

CARTESIAN COORDINATES (ANGSTROEM)
1 C 0.78246 1.61078 -0.84761
2 C 0.19517 0.31097 -0.31238
3 C 1.24484 -0.73222 -0.21618
4 C -1.01848 0.29259 0.21770
5 C -1.65010 -0.91982 0.93719
6 Cl -1.16165 -1.18551 2.64397
7 Cl -1.48325 -2.46933 0.01673
8 H 1.58858 2.01231 -0.18057
9 H 1.32390 1.41481 -1.82198
10 H -0.01013 2.30678 -1.14509
11 H 0.97136 -1.66863 0.21019
12 H 1.93851 -0.35082 0.54288
13 H 1.77824 -0.99097 -1.10723
14 H -1.74825 1.10758 0.03932
15 H -2.75120 -0.73853 1.02307

How is the electron density shared among the atoms? According to natural (NBO), the charges in e are: -0.640, 0.080, -0.668, -0.272, -0.222, -0.032, -0.044, 0.229, 0.213, 0.220, 0.233, 0.226, 0.227, 0.221, 0.230

=====

M of number 1 (C41H47BrN2O5PtSiTe)? 1078.504 g/mol

=====

Which of these has the highest 2S+1? C41H47BrN2O5PtSiTe

=====

What is the M in the first record? 1078.504 g/mol

=====

Among the records above, which one has the lowest M? C5H8Cl2